90
Properties=species:S:1:pos:R:3:forces:R:3:lowdin_charge:R:1 method="wB97M-V/def2-TZVPD" orbital_gap_ha="0.196 / 0.206" relative_energy_kcal_mol=3.55 total_energy_ha=-2136.21725 multiplicity=5 charge=+1
Ru 0.62027 -1.98061 -1.33796 -0.556 0.127 0.898 1.577
C 6.33114 0.90258 0.89972 -0.034 0.004 -0.022 -0.078
C 5.32557 1.87093 0.26676 -0.041 -0.092 0.032 -0.178
C 4.10642 1.17474 -0.25998 0.138 -0.045 0.169 -0.108
C 3.56658 1.22820 -1.52697 -0.129 0.102 -0.140 -0.099
C 4.07566 2.05416 -2.66991 -0.047 0.046 0.051 -0.180
C 3.59957 3.51269 -2.59257 -0.004 -0.065 0.028 -0.067
C 2.31549 0.51176 -1.52813 0.102 -0.005 -0.043 -0.114
C 1.32203 0.75878 -2.49980 -0.093 0.028 -0.160 0.063
C -0.03656 0.40644 -2.59179 0.130 0.145 0.241 -0.181
C -1.13183 1.00452 -3.35673 0.045 0.102 -0.072 -0.101
C -0.96831 2.18531 -4.26168 0.031 0.062 0.155 -0.171
C -0.96752 3.50818 -3.47924 0.016 -0.071 -0.005 -0.066
C -2.28087 0.35807 -3.00954 0.010 -0.069 -0.122 -0.105
C -1.95386 -0.67745 -2.02480 0.327 0.166 0.084 -0.173
C -2.72486 -1.48864 -1.25404 -0.152 -0.077 -0.010 0.092
C -2.12862 -2.25943 -0.18130 0.143 -0.260 0.128 -0.176
N -0.75376 -2.30278 -0.14574 0.130 -0.170 -0.501 -0.099
C -0.23445 -2.61822 1.07797 -0.272 0.183 0.169 -0.209
C 1.08234 -2.10256 1.13776 0.152 -0.110 -0.032 0.054
C 1.10924 -0.82589 0.24516 0.101 -0.540 0.115 -0.329
N 0.52718 0.26766 0.98112 -0.399 0.651 -0.526 0.086
C 1.43406 0.61389 2.05402 0.085 0.453 -0.199 -0.115
C 2.77088 0.65498 1.88275 0.197 -0.179 0.262 0.095
C 3.20601 0.42373 0.53291 -0.124 0.100 0.030 -0.106
N 2.28522 -0.17839 -0.30075 0.096 0.065 -0.076 0.051
C 0.29805 0.83313 2.95400 0.297 -0.367 0.504 -0.076
C -0.52906 0.40820 1.97468 -0.242 -0.050 -0.248 -0.114
C -1.97956 0.48163 1.68718 0.084 0.064 -0.136 -0.145
C -2.27146 1.65008 0.72720 0.043 -0.050 0.030 -0.047
C 0.15140 1.35212 4.34811 -0.035 -0.035 -0.073 -0.175
C -0.78246 0.49198 5.20498 0.032 -0.015 -0.027 -0.082
C -1.36753 -3.08148 1.82403 0.202 -0.139 0.124 -0.068
C -2.53070 -2.83830 1.02304 -0.209 0.041 -0.170 -0.132
C -3.94366 -3.05043 1.47592 0.029 0.059 0.062 -0.169
C -4.51429 -1.83926 2.22764 -0.025 -0.042 0.010 -0.077
C -1.36153 -3.70278 3.18082 0.104 0.121 -0.007 -0.177
C 0.03194 -3.83062 3.79215 -0.015 0.034 -0.012 -0.084
N -0.55807 -0.59364 -1.86883 -0.118 0.135 -0.300 -0.069
C -3.66857 0.64859 -3.47784 -0.052 0.051 0.147 -0.167
C -4.47015 1.47539 -2.46123 0.001 -0.041 -0.035 -0.070
H 7.18081 1.44537 1.31627 -0.048 -0.025 -0.030 0.079
H 6.70766 0.19585 0.15787 -0.026 0.024 0.042 0.084
H 5.87118 0.32533 1.70583 0.031 0.032 -0.039 0.070
H 5.80345 2.41956 -0.54420 -0.010 0.038 -0.005 0.107
H 5.01814 2.61765 1.00604 -0.001 -0.005 -0.015 0.123
H 3.77366 1.60720 -3.61821 0.020 -0.016 0.003 0.115
H 5.16645 2.03095 -2.65701 -0.006 -0.025 -0.022 0.116
H 2.50821 3.57321 -2.60075 0.055 0.003 0.001 0.062
H 3.98041 4.09184 -3.43470 -0.011 -0.037 0.033 0.081
H 3.94864 3.98106 -1.67015 -0.020 -0.006 -0.038 0.079
H 1.65719 1.44308 -3.26875 0.007 0.012 0.045 0.107
H -1.76853 2.19340 -5.00150 0.010 -0.004 -0.021 0.111
H -0.03079 2.08892 -4.81409 -0.017 -0.017 -0.031 0.115
H -1.92256 3.65685 -2.97132 0.044 -0.002 -0.019 0.069
H -0.79924 4.35486 -4.14594 -0.011 -0.046 0.021 0.080
H -0.18183 3.51050 -2.71894 -0.041 0.004 -0.034 0.067
H -3.80015 -1.47966 -1.38630 0.060 -0.049 0.018 0.129
H 1.81623 -2.29758 1.90439 0.008 -0.012 -0.040 0.112
H 3.45190 0.99869 2.65047 -0.053 -0.045 -0.042 0.129
H -2.51271 0.62232 2.62713 -0.006 -0.005 0.010 0.111
H -2.33167 -0.44921 1.24317 0.016 0.143 0.121 0.073
H -1.89243 2.59031 1.13409 -0.049 -0.054 -0.024 0.088
H -3.34769 1.74954 0.57170 0.073 -0.013 0.006 0.073
H -1.79573 1.48578 -0.24344 -0.021 0.023 0.076 0.062
H -0.21668 2.38154 4.32855 0.012 0.013 -0.037 0.120
H 1.13908 1.39039 4.81043 0.005 0.018 -0.010 0.115
H -1.78012 0.43092 4.76555 0.043 0.004 0.034 0.062
H -0.88489 0.91442 6.20529 0.012 -0.025 -0.049 0.079
H -0.39229 -0.52398 5.30041 -0.031 0.048 -0.008 0.071
H -3.97847 -3.92528 2.12725 0.007 -0.026 -0.023 0.114
H -4.57397 -3.27724 0.61413 0.004 -0.031 0.021 0.118
H -3.82176 -1.49672 3.00051 -0.067 -0.031 -0.014 0.066
H -5.45830 -2.09739 2.70939 0.029 0.024 -0.047 0.081
H -4.70132 -1.00478 1.54665 0.049 -0.023 0.049 0.073
H -1.83028 -4.68886 3.10610 -0.003 -0.026 -0.010 0.128
H -2.00952 -3.12286 3.84626 -0.040 -0.007 0.008 0.120
H 0.72289 -4.31304 3.09592 -0.050 0.008 0.057 0.083
H -0.00261 -4.43508 4.69759 0.003 0.036 -0.005 0.081
H 0.43924 -2.85095 4.05972 -0.027 -0.066 -0.063 0.069
H -4.18376 -0.29499 -3.67077 -0.005 -0.001 -0.013 0.121
H -3.62436 1.18357 -4.42646 -0.012 -0.024 -0.012 0.111
H -4.50631 0.98098 -1.48763 0.005 0.022 -0.055 0.057
H -5.49378 1.61219 -2.80940 0.019 0.011 0.011 0.081
H -4.02414 2.46160 -2.32094 0.001 -0.045 0.014 0.071
F 0.60368 -3.54697 -3.11076 0.213 -0.023 0.039 0.067
B 1.99051 -3.57374 -2.74518 0.108 -0.214 -0.200 -1.174
F 2.35142 -2.15990 -2.78460 -0.060 -0.097 0.025 0.037
F 2.77998 -4.38279 -3.45182 -0.169 0.191 0.151 0.248
F 1.95381 -3.82412 -1.31691 0.004 0.027 -0.199 0.046